Here is a 13-piece molecular cluster, C39H78O39 overall in a non-equilibrium geometry from the Open Molecules 2025 dataset. Energies are from ωB97M-V/def2-TZVPD.

Output
* energy: -121555.1749 eV
* strongest force on any atom: 0.0803 Eh/bohr

Structure (XYZ):
```
156
Properties=species:S:1:pos:R:3:lowdin_charge:R:1
C 8.8833 13.0523 17.5183 -0.01
O 9.1800 12.0959 16.5022 -0.02
C 9.7882 10.9275 16.6487 -0.58
O 10.0167 10.4883 17.7707 0.11
O 10.1726 10.5167 15.4413 0.00
C 11.0394 9.4181 15.2852 -0.04
H 9.6969 13.7633 17.6624 0.09
H 8.6852 12.5568 18.4688 0.09
H 8.0211 13.6592 17.2418 0.07
H 11.8740 9.5836 15.9665 0.08
H 11.3872 9.3578 14.2540 0.09
H 10.5710 8.4651 15.5313 0.09
C 17.5441 14.3890 15.9071 -0.04
O 16.8324 13.2969 15.3238 0.01
C 15.8240 12.7419 16.0063 -0.54
O 15.5340 12.9908 17.1756 0.09
O 15.1639 11.8788 15.2002 -0.01
C 14.0477 11.1970 15.6733 -0.04
H 16.9186 15.0174 16.5411 0.09
H 18.0108 15.0866 15.2116 0.09
H 18.3489 13.9793 16.5175 0.10
H 14.2583 10.8482 16.6843 0.11
H 13.9443 10.3883 14.9497 0.07
H 13.1818 11.8501 15.5651 0.09
C 6.9026 11.2437 14.2075 0.03
O 6.5572 12.6730 14.3767 0.01
C 6.6479 13.5063 13.3929 -0.61
O 7.2422 13.2521 12.3510 0.10
O 5.9116 14.6172 13.5804 0.01
C 5.9450 15.6643 12.6699 -0.07
H 6.2038 10.6872 13.5829 0.10
H 6.9028 10.6705 15.1346 0.08
H 7.9320 11.2183 13.8499 0.09
H 5.9352 15.4206 11.6075 0.10
H 6.9200 16.1411 12.7712 0.08
H 5.2979 16.5359 12.7685 0.10
C 4.6159 16.1211 22.7367 0.01
O 5.6504 16.4470 21.7442 0.02
C 5.5376 16.0495 20.4875 -0.62
O 4.5971 15.5291 19.9096 0.11
O 6.6996 16.3657 19.9220 -0.02
C 6.8828 16.2919 18.5043 -0.02
H 4.4501 15.0596 22.9201 0.07
H 3.6479 16.4932 22.4011 0.09
H 4.7500 16.5295 23.7384 0.10
H 7.9064 16.2687 18.1304 0.08
H 6.3960 17.1821 18.1058 0.10
H 6.4600 15.3504 18.1535 0.08
C 14.6828 8.1558 13.2749 -0.05
O 15.3425 7.5053 14.3517 -0.03
C 14.6004 6.9885 15.4250 -0.48
O 13.4131 7.1916 15.5870 0.11
O 15.4327 6.3487 16.2975 -0.01
C 14.9350 5.5020 17.3212 -0.05
H 13.8390 8.7564 13.6146 0.07
H 14.4042 7.3295 12.6208 0.08
H 15.3910 8.7791 12.7292 0.11
H 15.7454 4.9176 17.7569 0.10
H 14.2816 4.7190 16.9363 0.08
H 14.3959 6.0149 18.1178 0.10
C 12.6025 12.5311 19.6049 0.01
O 12.6364 13.9630 19.9802 -0.02
C 11.4514 14.5694 20.2979 -0.60
O 10.3536 14.0718 20.6085 0.08
O 11.6806 15.8154 20.2790 0.02
C 10.7076 16.7511 20.6404 -0.03
H 13.2265 11.9960 20.3207 0.09
H 13.0417 12.3318 18.6275 0.07
H 11.5871 12.1362 19.6387 0.08
H 11.2361 17.7032 20.6882 0.10
H 10.3220 16.6031 21.6491 0.10
H 9.7875 16.6876 20.0595 0.09
C 3.1693 12.0205 21.1884 -0.03
O 4.5441 12.2666 21.3811 -0.02
C 5.0980 12.6337 22.5147 -0.55
O 4.5350 12.7075 23.6073 0.10
O 6.4258 12.9778 22.3119 0.00
C 7.0240 13.0804 21.0409 -0.07
H 3.0669 11.0536 21.6809 0.10
H 2.9209 11.8155 20.1471 0.09
H 2.4070 12.7516 21.4575 0.10
H 6.2536 13.2905 20.2990 0.06
H 7.5311 12.2228 20.5987 0.10
H 7.6400 13.9778 20.9830 0.09
C 12.5060 2.5068 18.1431 -0.07
O 12.3357 3.8905 18.2379 -0.06
C 11.0633 4.4583 18.4050 -0.44
O 10.0214 3.8185 18.6470 0.09
O 11.1402 5.8012 18.1162 -0.02
C 10.0126 6.6433 18.0937 -0.05
H 11.9615 2.0189 18.9515 0.10
H 13.5850 2.3596 18.0946 0.09
H 12.1654 2.0593 17.2093 0.10
H 10.2384 7.5736 17.5725 0.07
H 9.5483 6.7965 19.0679 0.10
H 9.1456 6.1916 17.6115 0.09
C 10.3455 14.0022 13.8163 -0.01
O 11.4205 13.8655 14.7748 0.00
C 11.8118 14.8792 15.5093 -0.59
O 11.2576 15.9806 15.6922 0.09
O 12.8944 14.4982 16.1456 -0.01
C 13.4546 15.3814 17.0665 -0.03
H 9.3864 13.6787 14.2209 0.08
H 10.5950 13.3375 12.9892 0.08
H 10.2095 14.9680 13.3298 0.10
H 12.8118 15.5003 17.9387 0.09
H 13.5903 16.3169 16.5239 0.10
H 14.4385 14.9645 17.2819 0.08
C 5.2576 9.7312 18.0148 -0.03
O 4.7114 10.7270 17.1710 0.00
C 4.9932 12.0160 17.2949 -0.56
O 5.7514 12.5219 18.1128 0.11
O 4.2341 12.6930 16.4093 -0.02
C 3.9427 14.0843 16.5229 -0.02
H 4.7598 9.7587 18.9841 0.10
H 6.3384 9.7509 18.1552 0.09
H 5.1140 8.7440 17.5755 0.09
H 3.2934 14.3305 15.6828 0.10
H 4.7868 14.7738 16.5126 0.08
H 3.4173 14.2230 17.4678 0.09
C 8.1790 16.7324 15.3712 -0.02
O 6.7719 17.2439 15.4868 -0.06
C 6.3320 18.3975 14.8029 -0.58
O 6.9758 19.0803 14.0561 0.14
O 5.0543 18.5179 15.1392 -0.02
C 4.3366 19.6736 14.7223 -0.03
H 8.2351 15.7769 15.8927 0.07
H 8.8640 17.3549 15.9470 0.09
H 8.6304 16.6133 14.3863 0.08
H 3.3243 19.4176 15.0351 0.09
H 4.2381 19.9012 13.6608 0.10
H 4.7283 20.4660 15.3601 0.10
C 15.2613 5.2729 9.4294 -0.05
O 14.4699 5.5743 10.5625 -0.05
C 13.0788 5.4736 10.4935 -0.53
O 12.4192 4.9282 9.6061 0.11
O 12.5817 6.1100 11.5427 -0.04
C 11.2115 6.4573 11.6942 -0.02
H 15.1125 4.2186 9.1962 0.10
H 16.2738 5.3581 9.8239 0.09
H 15.1483 6.0437 8.6670 0.10
H 11.0578 7.2935 11.0121 0.09
H 11.0643 6.8304 12.7077 0.10
H 10.4761 5.7002 11.4218 0.10
C 13.5802 13.6471 12.3403 -0.05
O 14.0396 12.4794 11.7418 0.02
C 13.1992 11.4314 11.6027 -0.50
O 12.0422 11.2580 12.0370 0.09
O 13.8703 10.5266 10.8350 -0.02
C 13.2051 9.3124 10.3580 -0.01
H 14.0684 14.4848 11.8423 0.10
H 14.0565 13.7861 13.3108 0.09
H 12.5255 13.8678 12.5049 0.08
H 12.2364 9.6065 9.9541 0.09
H 13.0201 8.5581 11.1228 0.06
H 13.6887 8.8929 9.4759 0.10
```



Here is a 10-piece molecular cluster, C39H79NO10 overall in a non-equilibrium geometry from the Open Molecules 2025 dataset. Energies are from ωB97M-V/def2-TZVPD.

Output
* structure (SMILES): CN(C)C=O.C1CCOC1.C1CCOC1.C1CCOC1.C1CCOC1.C1CCOC1.C1CCOC1.C1CCOC1.C1CCOC1.C1CCOC1
* energy: -63684.7186 eV
* strongest force on any atom: 0.0344 Eh/bohr

Structure (XYZ):
```
129
Properties=species:S:1:pos:R:3:lowdin_charge:R:1
C -0.5904 5.2301 -1.1097 -0.34
O -1.1813 4.1653 -1.1546 -0.01
N 0.4518 5.5650 -1.8869 -0.18
C 1.0058 6.8999 -1.8885 -0.05
C 1.0339 4.5986 -2.7866 -0.03
H -0.8557 5.9980 -0.3679 0.14
H 1.9374 6.9257 -1.3086 0.09
H 0.4107 7.6821 -1.4208 0.09
H 1.2627 7.1890 -2.9066 0.09
H 0.6676 3.5956 -2.5835 0.07
H 0.8097 4.7827 -3.8412 0.09
H 2.1191 4.6116 -2.6695 0.09
C -2.8151 -1.2679 3.7985 -0.14
C -1.4839 -0.6612 4.2190 -0.18
C -0.4965 -1.7675 3.9524 -0.18
O -1.0300 -2.3890 2.7761 -0.19
C -2.4415 -2.3996 2.8253 -0.19
H -3.5123 -0.4934 3.4769 0.10
H -3.3316 -1.7079 4.6592 0.11
H -1.3593 -0.3860 5.2728 0.12
H -1.2753 0.2447 3.6505 0.08
H -0.4468 -2.5779 4.6877 0.13
H 0.4986 -1.3828 3.7192 0.12
H -2.7723 -3.3716 3.2121 0.12
H -2.9156 -2.2313 1.8546 0.11
C -3.8345 1.6429 -1.1730 -0.15
C -4.8671 2.0677 -0.1434 -0.17
C -4.8388 0.9592 0.8970 -0.22
O -4.5992 -0.2228 0.1472 -0.13
C -3.6310 0.1386 -0.8345 -0.19
H -2.9645 2.2901 -1.0763 0.08
H -4.2923 1.6854 -2.1585 0.10
H -5.8727 2.0306 -0.5710 0.11
H -4.7097 3.0629 0.2723 0.11
H -5.7579 0.9878 1.4837 0.12
H -4.0111 1.0768 1.6145 0.11
H -3.7741 -0.4389 -1.7468 0.12
H -2.6426 -0.0473 -0.4005 0.09
C -1.1730 3.8649 3.8740 -0.16
C -0.6521 2.9485 4.9752 -0.15
C 0.6472 2.3775 4.3725 -0.17
O 0.7143 2.8597 3.0170 -0.17
C -0.6124 3.2250 2.6182 -0.21
H -0.8143 4.8936 3.8903 0.12
H -2.2588 3.9514 3.7714 0.11
H -1.3601 2.1955 5.3188 0.10
H -0.5032 3.5831 5.8532 0.11
H 0.6125 1.2857 4.3776 0.09
H 1.5328 2.7534 4.8807 0.12
H -1.1452 2.3607 2.2089 0.11
H -0.5293 3.9434 1.8008 0.11
C -0.1059 0.9531 -0.2183 -0.17
C 0.0121 -0.0065 0.9256 -0.16
C 1.2070 -0.8376 0.4861 -0.16
O 0.9224 -1.0191 -0.9122 -0.16
C 0.1885 0.0783 -1.4579 -0.17
H 0.7056 1.6862 -0.1490 0.10
H -1.0347 1.5183 -0.2747 0.09
H -0.8252 -0.7116 0.9565 0.11
H 0.0441 0.4313 1.9231 0.09
H 1.3265 -1.8013 0.9801 0.10
H 2.1726 -0.3195 0.5511 0.11
H -0.7604 -0.2182 -1.9121 0.10
H 0.7798 0.6334 -2.1871 0.11
C 3.0356 -3.4513 -1.5224 -0.14
C 4.2342 -3.9779 -2.3166 -0.17
C 3.6355 -5.1454 -3.1045 -0.22
O 2.3543 -4.7006 -3.4651 -0.13
C 1.8323 -3.9622 -2.3666 -0.18
H 2.9623 -2.3732 -1.4270 0.09
H 3.0494 -3.9523 -0.5540 0.09
H 5.0206 -4.3718 -1.6646 0.11
H 4.6950 -3.1964 -2.9210 0.11
H 3.5984 -6.0353 -2.4619 0.12
H 4.2149 -5.3267 -4.0101 0.12
H 1.1855 -4.5920 -1.7507 0.09
H 1.1906 -3.1514 -2.7086 0.11
C -1.2373 -4.0044 -0.1408 -0.17
C -1.4650 -5.4210 -0.5925 -0.17
C -2.8615 -5.3425 -1.2324 -0.19
O -2.8509 -4.0762 -1.8672 -0.12
C -2.0354 -3.1605 -1.1695 -0.18
H -0.1714 -3.7794 -0.1242 0.08
H -1.6242 -3.8153 0.8583 0.08
H -1.3034 -6.2144 0.1380 0.11
H -0.7372 -5.6367 -1.3838 0.10
H -3.5795 -5.3442 -0.3980 0.12
H -3.1740 -6.1558 -1.8801 0.12
H -2.6065 -2.4291 -0.5891 0.09
H -1.3835 -2.6187 -1.8562 0.11
C 3.5621 2.4439 0.7121 -0.15
C 4.9530 3.0408 0.4308 -0.18
C 4.6080 4.2056 -0.4453 -0.21
O 3.4152 4.7780 0.1312 -0.16
C 2.7711 3.7628 0.9189 -0.19
H 3.5585 1.8127 1.5963 0.11
H 3.1845 1.9226 -0.1667 0.10
H 5.5511 2.3190 -0.1331 0.12
H 5.4580 3.2972 1.3599 0.12
H 4.3027 3.8976 -1.4538 0.11
H 5.4271 4.9075 -0.6085 0.12
H 1.7455 3.6070 0.5858 0.09
H 2.8228 4.0805 1.9579 0.11
C -1.0156 3.0405 -6.0523 -0.16
C -1.1055 1.9584 -4.9920 -0.18
C -2.4968 2.2410 -4.4125 -0.21
O -3.2565 2.7898 -5.4809 -0.12
C -2.4206 2.8860 -6.6295 -0.21
H -0.2219 2.9898 -6.7945 0.11
H -0.9731 4.0013 -5.5293 0.11
H -0.3261 1.9315 -4.2320 0.09
H -1.1738 0.9794 -5.4784 0.12
H -2.3598 2.9807 -3.6142 0.11
H -2.9005 1.3314 -3.9653 0.11
H -2.8030 3.6979 -7.2535 0.12
H -2.5283 1.9990 -7.2702 0.12
C 1.4463 -5.0831 2.1071 -0.17
C 2.6684 -4.3033 2.5128 -0.19
C 2.9475 -4.7914 3.9374 -0.19
O 2.2486 -6.0407 4.0474 -0.15
C 1.7536 -6.4254 2.7668 -0.19
H 1.4321 -5.1436 1.0155 0.10
H 0.5440 -4.6358 2.5232 0.11
H 2.6018 -3.2134 2.4786 0.10
H 3.5396 -4.5680 1.9074 0.11
H 2.6205 -4.1387 4.7460 0.11
H 4.0194 -4.9824 4.0414 0.11
H 0.8846 -7.0782 2.8326 0.12
H 2.5522 -6.9778 2.2531 0.12
```